#P
A 8-piece molecular cluster, H17O8 overall, computed with ωB97M-V/def2-TZVPD.

Last columns: bonded neighbours and bond lengths (Å).
CARTESIAN COORDINATES (ANGSTROEM)
1 O 1.76 -0.30 -2.02  H17 0.962, H24 0.975
2 O 0.26 -1.95 2.07  H10 0.879, H21 0.910
3 O -3.46 -0.46 -0.07  H20 1.017, H22 1.063
4 O -0.99 -0.83 0.02  H9 0.880, H12 1.017
5 O -1.34 1.94 -2.13  H13 0.991, H15 0.859
6 O -0.67 0.75 2.64  H14 0.998, H16 0.941
7 O 3.77 1.06 -0.20  H19 0.924, H25 1.032
8 O 0.24 0.97 0.05  H11 1.085, H18 0.885, H23 1.095
9 H -1.22 -1.51 -0.48  O4 0.880
10 H 0.70 -2.64 1.75  O2 0.879
11 H -0.60 1.20 -0.60  O8 1.085
12 H -0.66 -1.39 0.80  O4 1.017
13 H -2.05 2.63 -2.19  O5 0.991
14 H -0.07 0.39 3.36  O6 0.998
15 H -0.73 2.20 -2.69  O5 0.859
16 H -1.56 0.50 2.84  O6 0.941
17 H 1.47 0.01 -2.89  O1 0.962
18 H 0.01 0.84 0.89  O8 0.885
19 H 4.22 0.50 0.38  O7 0.924
20 H -3.87 -1.25 0.42  O3 1.017
21 H 0.98 -1.42 1.89  O2 0.910
22 H -2.47 -0.84 -0.13  O3 1.063
23 H 0.66 0.13 -0.52  O8 1.095
24 H 2.15 -1.19 -2.10  O1 0.975
25 H 3.45 0.64 -1.09  O7 1.032

Results
**Net charge**: +1
**Multiplicity**: 1
**E_HOMO**: -13.526 eV

=====

#Q
A 8-piece molecular cluster, H17O8 overall, computed with ωB97M-V/def2-TZVPD.

Last columns: bonded neighbours and bond lengths (Å).
CARTESIAN COORDINATES (ANGSTROEM)
1 O -0.05 -0.37 2.35  H19 1.087, H25 0.854
2 O -1.95 0.98 0.63  H9 0.927, H10 0.987
3 O 0.62 0.92 0.22  H14 1.014, H15 0.965, H22 1.082
4 O 1.09 -2.89 1.57  H16 1.062, H18 0.979
5 O 1.17 -1.20 -0.76  H11 0.987, H13 1.091
6 O 0.54 1.12 -2.29  H23 0.948, H24 0.945
7 O -0.72 -2.64 -2.25  H17 0.937, H20 1.021
8 O -0.63 3.51 -0.04  H12 0.951, H21 1.066
9 H -2.57 1.44 1.15  O2 0.927
10 H -2.53 0.23 0.33  O2 0.987
11 H 1.89 -1.02 -1.41  O5 0.987
12 H -1.07 3.74 -0.86  O8 0.951
13 H 1.51 -1.80 0.09  O5 1.091
14 H 0.76 0.22 -0.51  O3 1.014
15 H 0.02 1.56 -0.20  O3 0.965
16 H 0.66 -1.94 1.76  O4 1.062
17 H -0.24 -2.06 -1.70  O7 0.937
18 H 1.93 -3.04 2.06  O4 0.979
19 H -0.90 -0.67 2.96  O1 1.087
20 H -0.03 -3.37 -2.42  O7 1.021
21 H -0.66 4.15 0.81  O8 1.066
22 H 0.11 0.40 1.01  O3 1.082
23 H 0.05 0.58 -2.89  O6 0.948
24 H 0.61 2.04 -2.51  O6 0.945
25 H 0.38 0.12 2.90  O1 0.854

Results
**Net charge**: +1
**Multiplicity**: 1
**E_HOMO**: -13.744 eV

=====

We find #Q to be the most stable, with the next structure 1.804 eV higher.